{"formula": "C47H66AsCrN3O2SeSi3", "method": "ωB97M-V with the def2-TZVPD basis set", "symbols": ["Cr", "C", "Si", "C", "C", "C", "Si", "C", "C", "C", "Si", "C", "C", "C", "C", "C", "C", "C", "N", "H", "H", "H", "H", "H", "H", "H", "H", "H", "H", "H", "H", "H", "H", "H", "H", "H", "H", "H", "H", "H", "H", "H", "H", "H", "H", "H", "H", "N", "C", "C", "C", "O", "O", "H", "H", "H", "H", "H", "H", "C", "C", "C", "C", "C", "C", "As", "N", "C", "C", "C", "C", "C", "C", "C", "C", "C", "C", "C", "C", "C", "C", "C", "C", "C", "C", "H", "H", "H", "H", "H", "H", "H", "H", "H", "H", "H", "H", "H", "H", "H", "H", "H", "H", "H", "H", "H", "H", "H", "H", "H", "H", "H", "Se", "C", "C", "C", "C", "C", "C", "H", "H", "H", "H", "H"], "xyz": [[-1.8820, -0.6624, 1.3198], [0.0189, 1.2299, 4.4424], [-1.8596, 1.2327, 4.2927], [-2.4943, -0.0094, 5.5314], [-2.3226, 2.9047, 5.0739], [-2.4847, 1.1219, 2.5943], [-4.2955, 0.7823, 2.4917], [-4.8120, -0.9691, 2.8804], [-5.3246, 1.8281, 3.6869], [-5.1075, 1.1688, 0.8349], [-1.9059, 2.4387, 1.4935], [-2.7464, 4.1146, 1.6866], [-0.0940, 2.8689, 1.3905], [-2.2551, 1.7944, -0.2633], [-2.5960, 2.5949, -1.3499], [-2.8652, 2.0217, -2.5785], [-2.7448, 0.6556, -2.6978], [-2.3730, -0.0891, -1.5863], [-2.1662, 0.4550, -0.3887], [0.3299, 1.9186, 5.2393], [0.5134, 1.5405, 3.5142], [0.3828, 0.2244, 4.6983], [-1.7910, -0.0648, 6.3732], [-2.5895, -1.0169, 5.1076], [-3.4760, 0.2926, 5.9272], [-2.2522, 2.8415, 6.1707], [-3.3466, 3.2039, 4.8148], [-1.6443, 3.7079, 4.7391], [-4.2554, -1.3593, 3.7424], [-4.5993, -1.6527, 2.0479], [-5.8887, -1.0009, 3.1013], [-5.0672, 1.5938, 4.7332], [-6.3949, 1.6152, 3.5437], [-5.1611, 2.9076, 3.5330], [-4.7473, 0.5141, 0.0319], [-4.9346, 2.2072, 0.5117], [-6.1917, 1.0157, 0.9334], [-2.6414, 4.4355, 2.7327], [-3.8209, 4.0753, 1.4537], [-2.2771, 4.8787, 1.0480], [0.2682, 3.4094, 2.2738], [0.0508, 3.5109, 0.5106], [0.5197, 1.9766, 1.2438], [-2.6608, 3.6694, -1.2078], [-3.1627, 2.6289, -3.4245], [-2.9167, 0.1453, -3.6360], [-2.2218, -1.1574, -1.6569], [0.6243, -0.8817, 2.0008], [1.0680, -1.9849, 2.8649], [0.0769, -3.1471, 2.8522], [-1.2303, -2.7469, 3.5149], [-1.5810, -3.3133, 4.5533], [-1.8610, -1.7589, 2.9738], [0.8262, -1.0536, 1.0171], [1.1003, -0.0247, 2.2390], [1.1480, -1.6075, 3.8861], [2.0575, -2.3510, 2.5767], [0.4819, -3.9982, 3.3937], [-0.1011, -3.4400, 1.8175], [4.2842, 5.0771, -4.7231], [3.8437, 4.0664, -3.6905], [4.6903, 3.6566, -2.6721], [4.3042, 2.6988, -1.7306], [5.3036, 2.3736, -0.6342], [3.0317, 2.0913, -1.8120], [2.5793, 0.6957, -0.3994], [1.1049, -0.1564, -0.9422], [1.0133, -1.3538, -1.6294], [1.6362, -2.5543, -1.2101], [1.4865, -3.7476, -1.9047], [0.6938, -3.8197, -3.0478], [0.0558, -2.6565, -3.4794], [0.2202, -1.4561, -2.7967], [4.0454, -0.5927, -0.8705], [4.8025, -1.1238, 0.1853], [4.7942, -0.5362, 1.5872], [5.6087, -2.2498, -0.0202], [5.6793, -2.8774, -1.2505], [6.5025, -4.1249, -1.4527], [4.9492, -2.3312, -2.3010], [4.1371, -1.2131, -2.1380], [3.3804, -0.7221, -3.3529], [2.1364, 2.5730, -2.7897], [0.6870, 2.1237, -2.8992], [2.5669, 3.5273, -3.7146], [5.2863, 5.4503, -4.5029], [3.6045, 5.9324, -4.7563], [4.3015, 4.6367, -5.7229], [5.6831, 4.0926, -2.5980], [6.0477, 3.1709, -0.5565], [5.8271, 1.4366, -0.8291], [4.8113, 2.2697, 0.3371], [2.2463, -2.5337, -0.3139], [1.9922, -4.6373, -1.5425], [0.5567, -4.7578, -3.5716], [-0.5698, -2.6831, -4.3668], [-0.2644, -0.5541, -3.1590], [4.3502, 0.4539, 1.6177], [5.8156, -0.4736, 1.9756], [4.2199, -1.1678, 2.2729], [6.1743, -2.6523, 0.8197], [6.9261, -4.4742, -0.5091], [7.3254, -3.9500, -2.1492], [5.8885, -4.9285, -1.8660], [4.9790, -2.8170, -3.2745], [3.3117, -1.5186, -4.0970], [3.8894, 0.1351, -3.8041], [2.3669, -0.4105, -3.1035], [0.4656, 1.2808, -2.2434], [0.4467, 1.8385, -3.9306], [0.0236, 2.9550, -2.6299], [1.8654, 3.8557, -4.4801], [-2.0564, -3.0747, 0.1535], [-3.4621, -3.3182, -1.1012], [-3.4229, -4.4165, -1.9780], [-4.4435, -4.6445, -2.8968], [-5.5378, -3.7827, -2.9748], [-5.5906, -2.6914, -2.1159], [-4.5709, -2.4634, -1.1916], [-2.5667, -5.0805, -1.9276], [-4.3798, -5.4986, -3.5669], [-6.3332, -3.9613, -3.6893], [-6.4327, -2.0068, -2.1616], [-4.6343, -1.6147, -0.5219]], "lowdin_spin": [3.769, 0.001, 0.001, 0.001, -0.001, 0.004, 0.019, 0.013, 0.003, 0.005, 0.009, 0.001, 0.002, 0.020, -0.002, 0.014, -0.002, 0.019, 0.014, 0.000, 0.000, 0.000, 0.000, 0.000, 0.000, 0.000, 0.000, 0.000, 0.000, 0.004, 0.001, 0.000, 0.000, 0.000, 0.001, 0.000, 0.000, 0.000, 0.000, 0.000, 0.000, 0.000, 0.001, 0.000, 0.001, -0.001, 0.001, 0.031, 0.003, 0.002, 0.008, 0.008, 0.029, 0.002, 0.001, 0.000, 0.001, 0.000, 0.000, 0.000, 0.000, 0.000, 0.000, 0.000, 0.000, 0.000, 0.003, 0.000, 0.000, 0.000, 0.000, 0.000, 0.000, 0.000, 0.000, 0.000, 0.000, 0.000, 0.000, 0.000, 0.000, 0.000, 0.000, 0.000, 0.000, 0.000, 0.000, 0.000, 0.000, 0.000, 0.000, 0.000, 0.000, 0.000, 0.000, 0.000, 0.000, 0.000, 0.000, 0.000, 0.000, 0.000, 0.000, 0.000, 0.000, 0.000, 0.000, 0.000, 0.000, 0.000, 0.000, 0.000, 0.003, 0.001, 0.000, 0.000, 0.001, 0.000, 0.003, 0.000, 0.000, 0.000, 0.000, 0.002], "multiplicity": 5, "total_charge": -2, "gap_ev": [5.84, 5.90], "e_homo_ev": [-1.843, -1.905], "s_squared": 6.0199}

{"formula": "C47H66BCl2CsF4O7", "method": "ωB97M-V with the def2-TZVPD basis set", "symbols": ["Cs", "C", "O", "C", "C", "C", "C", "C", "C", "C", "C", "C", "C", "C", "C", "C", "C", "C", "C", "C", "C", "C", "C", "C", "C", "C", "C", "C", "C", "C", "C", "C", "C", "O", "C", "C", "C", "C", "C", "O", "C", "C", "C", "C", "C", "C", "O", "C", "C", "C", "C", "H", "H", "H", "H", "H", "H", "H", "H", "H", "H", "H", "H", "H", "H", "H", "H", "H", "H", "H", "H", "H", "H", "H", "H", "H", "H", "H", "H", "H", "H", "H", "H", "H", "H", "H", "H", "H", "H", "H", "H", "H", "H", "H", "H", "H", "H", "H", "H", "H", "H", "H", "H", "H", "H", "H", "H", "H", "H", "O", "H", "H", "O", "H", "H", "O", "H", "H", "Cl", "C", "Cl", "H", "H", "F", "B", "F", "F", "F"], "xyz": [[-2.9501, 0.1878, -2.0939], [-3.9840, 0.5740, 2.2391], [-2.9041, 0.5400, 1.3067], [-1.7360, 0.1787, 2.0000], [-1.3948, -1.1820, 2.1166], [-2.1886, -2.2449, 1.4227], [-1.5113, -2.8677, 0.2540], [-2.0174, -4.0983, -0.1237], [-1.7415, -4.6303, -1.3736], [-0.8382, -3.9406, -2.1675], [-0.2438, -2.7453, -1.8123], [0.6058, -2.0602, -2.8369], [1.3328, -0.8643, -2.3581], [2.5837, -1.0648, -1.7935], [3.2286, -0.0882, -1.0596], [2.6606, 1.1740, -1.0741], [1.4624, 1.4499, -1.7382], [0.9432, 2.8541, -1.7385], [0.8826, 3.3858, -0.3177], [2.0166, 3.8573, 0.3483], [2.0490, 4.0799, 1.6923], [0.8738, 3.8343, 2.4008], [-0.2847, 3.3672, 1.8041], [-1.3884, 2.6302, 2.5248], [-1.0193, 1.1769, 2.6473], [0.0113, 0.7869, 3.5162], [0.2726, -0.5557, 3.7426], [-0.4396, -1.5097, 2.9928], [1.4734, -0.9468, 4.5996], [2.6935, -0.7226, 3.6642], [1.4348, -2.3987, 4.9840], [1.4498, -0.0517, 5.8942], [-0.3362, 3.1677, 0.3637], [-1.3764, 2.7429, -0.2253], [3.2761, 4.4382, 2.4653], [3.6678, 3.3368, 3.4797], [4.5184, 4.5965, 1.5823], [3.0425, 5.7503, 3.2326], [0.8061, 0.4072, -2.3336], [-0.3346, 0.6978, -3.0461], [0.0894, 0.9310, -4.3843], [4.5262, -0.4265, -0.4199], [5.6910, -0.2714, -1.3772], [4.4915, -1.9446, -0.0285], [4.7488, 0.3891, 0.8720], [-0.5811, -2.1193, -0.5392], [-0.1891, -0.9819, -0.2358], [-2.2683, -5.9678, -1.8797], [-1.1328, -6.9860, -2.0603], [-2.9307, -5.8387, -3.2625], [-3.4191, -6.5293, -0.9866], [-3.6698, 0.8290, 3.2435], [-4.4895, -0.4036, 2.3123], [-4.6585, 1.3542, 1.9053], [-3.1626, -1.8370, 1.1199], [-2.3726, -2.9817, 2.1850], [-2.7982, -4.5958, 0.5063], [-0.4912, -4.4011, -3.0984], [-0.0081, -1.7935, -3.7161], [1.3351, -2.8014, -3.1677], [2.9647, -2.0630, -1.8982], [3.1790, 1.9785, -0.5738], [-0.0180, 2.9367, -2.2953], [1.6329, 3.4837, -2.3079], [2.8905, 4.0220, -0.2510], [0.8178, 3.9121, 3.5004], [-2.3659, 2.7667, 1.9992], [-1.5186, 3.0086, 3.5309], [0.5338, 1.5909, 4.0305], [-0.2209, -2.5638, 3.0257], [2.5463, -1.3148, 2.7382], [3.6334, -0.9523, 4.1552], [2.7639, 0.3111, 3.3988], [1.6556, -3.0028, 4.1156], [0.4879, -2.7236, 5.3798], [2.1887, -2.6041, 5.7532], [1.5761, 1.0011, 5.6461], [2.2494, -0.3215, 6.5826], [0.4608, -0.1842, 6.3670], [3.8870, 2.4263, 2.9464], [2.8330, 3.1050, 4.1556], [4.5053, 3.7145, 4.0922], [4.6980, 3.6779, 1.0243], [5.3909, 4.7870, 2.2326], [4.4417, 5.3553, 0.8508], [2.2993, 5.6713, 4.0184], [2.7150, 6.5165, 2.5149], [3.9592, 6.0893, 3.7093], [0.8110, 1.7426, -4.3950], [-0.8078, 1.2113, -4.9219], [0.5212, 0.0136, -4.8633], [5.5517, -0.8711, -2.2908], [6.6624, -0.6103, -0.9246], [5.8588, 0.7792, -1.7225], [4.6381, -2.5980, -0.8929], [3.5125, -2.1849, 0.4134], [5.3045, -2.1079, 0.7196], [5.1048, 1.3990, 0.7233], [5.5212, -0.1027, 1.4933], [3.8456, 0.4821, 1.4623], [-0.4221, -6.6374, -2.8367], [-1.5360, -7.9745, -2.3367], [-0.5620, -7.1318, -1.1395], [-2.2458, -5.3405, -3.9718], [-3.8470, -5.2245, -3.2545], [-3.1869, -6.8156, -3.7191], [-3.0009, -6.9006, -0.0579], [-3.9526, -7.3090, -1.5242], [-4.1194, -5.7434, -0.7786], [-4.0138, 3.0011, -0.3520], [-4.0838, 3.6167, -1.0940], [-3.0254, 2.9154, -0.1344], [-6.3355, 0.7315, -0.6176], [-6.3518, 0.8414, -1.5976], [-5.8135, 1.4832, -0.3026], [-3.6578, -2.1803, -4.8741], [-4.1441, -1.3451, -5.0032], [-4.3169, -2.8809, -4.7936], [-4.0692, 5.7746, -5.2844], [-3.2934, 4.1982, -5.0882], [-2.5015, 3.9980, -3.5374], [-2.5745, 4.1486, -5.8673], [-4.0677, 3.4443, -5.1564], [-6.8432, 0.8239, -3.6147], [-5.7972, 1.3408, -4.4249], [-4.7048, 1.7086, -3.5813], [-6.2168, 2.4823, -5.1394], [-5.3341, 0.3319, -5.3299]], "mulliken_charge": [1.608, -1.232, 0.137, -0.381, 0.357, -1.110, 0.166, -0.984, 0.342, -0.886, 0.403, -1.324, 0.344, -1.173, 0.288, -0.848, 1.439, -0.979, -0.079, -1.232, 0.105, -0.542, -0.132, -1.487, 0.748, -0.278, -0.040, -0.231, 2.505, -1.152, -2.262, -1.639, 0.375, -0.870, 2.670, -1.208, -2.154, -2.067, -0.834, 0.395, -1.211, 2.746, -1.802, -1.945, -1.757, 0.055, 0.104, 2.134, -1.660, -1.598, -2.173, 0.430, 0.251, 0.234, 0.311, 0.463, 0.246, 0.297, 0.281, 0.546, 0.289, 0.353, -0.430, 0.762, 0.663, 0.302, 0.105, 0.830, -0.222, 0.503, 0.307, 0.491, -0.339, 0.343, 0.440, 0.430, 0.152, 0.454, 0.417, -0.037, 0.196, 0.550, 0.293, 0.437, 0.458, 0.300, 0.398, 0.495, 0.298, 0.301, 0.259, 0.370, 0.393, 0.273, 0.365, 0.337, 0.454, 0.113, 0.576, 0.166, 0.325, 0.462, 0.298, 0.310, 0.297, 0.442, 0.358, 0.474, 0.438, -0.543, 0.220, 0.392, -0.685, 0.371, 0.287, -0.535, 0.351, 0.266, -0.229, 0.061, -0.004, 0.309, -0.164, -0.434, 0.386, -0.167, -0.368, -0.473], "de_lowest_kj_mol": 60.2, "multiplicity": 1, "total_charge": -2, "gap_ev": 5.34, "e_homo_ev": -1.718}

| no. | E (eV) |
| --- | --- |
| 1 | -236621.769 |
| 2 | -101292.851 |